Formula: C3H9N5
Source: OMol25
Level of theory: wB97M-V/def2-TZVPD

The geometry in XYZ format:
```
17
Properties=species:S:1:pos:R:3:forces:R:3
N -2.79844 0.40918 0.46195 2.19 0.28 -0.64
N -0.27254 -0.70874 0.45038 -3.18 -0.32 0.75
N 0.83523 -0.36331 -0.21758 3.06 2.52 -0.62
N -2.46023 -0.55376 -0.52532 1.56 -1.10 0.20
N 0.30452 1.94782 -0.05664 1.17 -1.23 -0.76
C -1.27267 -1.05524 -0.49624 -1.80 1.49 1.39
C 2.03247 -1.06565 0.21245 -1.45 -0.61 2.39
C 1.13123 1.02218 -0.42341 -1.77 -0.32 0.98
H 0.63302 2.88904 -0.28265 0.06 -0.39 0.01
H -1.96412 1.14003 0.55811 -2.63 -1.29 -0.58
H 1.91290 -2.13450 0.00887 0.46 0.32 0.04
H 2.84954 -0.57998 -0.18690 1.92 0.29 -1.59
H -3.66925 0.71114 0.04339 0.28 1.18 0.63
H -0.66007 -0.05603 1.16589 1.03 -0.42 -0.69
H -0.96794 -1.80818 -1.17777 -0.01 -0.45 -0.73
H 2.22516 -0.86936 1.30946 -0.54 -0.65 -0.68
H 2.14121 1.07536 -0.84399 -0.35 0.70 -0.10
```
Forces are in eV/Å.

Properties
Net charge: 0
Kohn-Sham gap: 0.3382 Eh
M: 115.1 g/mol
HOMO level: -8.40 eV
SMILES: [H]/N=C/N(C)N/C=N\N
Relative energy (zero: lowest compared OMol25 entry of this formula, charge and spin): 3.625 eV